Record 1
{
  "formula": "C3H9OS",
  "method": "the ωB97M-V functional and the def2-TZVPD basis",
  "elements": ["C", "S", "H", "H", "H", "C", "O", "C", "H", "H", "H", "H", "H", "H"],
  "positions_angstrom": [[2.688518, -0.136946, -1.966148], [1.888956, -1.376124, -0.879295], [2.238238, -0.115955, -2.973245], [3.745457, -0.372165, -2.091922], [2.616680, 0.870528, -1.555491], [-2.001009, 0.621902, 0.834585], [-2.402072, -0.098082, 2.015354], [-2.113617, 2.114342, 1.074189], [-2.683811, 0.325716, 0.052824], [-0.961279, 0.388624, 0.676703], [-1.792254, -0.849202, 2.067940], [-3.128515, 2.480963, 0.917202], [-1.461674, 2.625162, 0.373011], [-1.862535, 2.427042, 2.096273]],
  "forces_ev_per_a": [[-0.217, -0.216, -0.193], [-0.107, 0.095, 0.016], [0.081, -0.007, 0.252], [0.141, 0.052, -0.042], [0.006, 0.116, 0.040], [-0.128, 0.339, 1.408], [0.225, -0.340, 0.144], [-0.433, 0.352, 0.175], [0.268, -0.150, -0.692], [0.270, -0.270, -0.784], [-0.361, 0.230, 0.100], [-0.117, -0.040, -0.118], [0.089, 0.215, -0.080], [0.283, -0.375, -0.225]],
  "homo_lumo_gap_ev": 5.770,
  "total_charge": -1,
  "mol_weight_g_mol": 93.17
}


Record 2
{
  "formula": "C3H9OS",
  "method": "the ωB97M-V functional and the def2-TZVPD basis",
  "elements": ["C", "O", "H", "H", "H", "C", "C", "S", "H", "H", "H", "H", "H", "H"],
  "positions_angstrom": [[1.393048, -1.760220, 0.082421], [1.492335, -1.338178, 1.396433], [0.466964, -2.140038, -0.070492], [1.390823, -0.973134, -0.735062], [2.308675, -2.254549, -0.055238], [-1.621552, 0.596726, -0.082539], [-0.564734, 1.589811, -0.535682], [0.947900, 1.799279, 0.484473], [-2.176961, 0.904316, 0.788468], [-1.145021, -0.392247, 0.363270], [-2.403569, 0.457643, -0.825111], [-0.231581, 1.339801, -1.577014], [-1.064866, 2.575222, -0.743586], [1.208537, -0.404427, 1.509665]],
  "forces_ev_per_a": [[1.635, 3.437, -0.826], [-0.095, 0.967, 1.535], [-2.544, -2.604, -0.632], [0.341, 0.079, 1.218], [0.639, -1.861, -0.847], [0.996, -1.733, 1.471], [0.260, 0.842, -1.331], [-0.590, -0.116, 0.125], [-0.052, 0.759, 0.553], [-0.864, 1.619, -1.555], [0.131, -0.566, -0.423], [-0.206, -0.295, 0.711], [0.268, -0.556, 0.584], [0.078, 0.028, -0.584]],
  "homo_lumo_gap_ev": 6.687,
  "total_charge": -1,
  "mol_weight_g_mol": 93.17
}


Record 3
{
  "formula": "C3H9P",
  "method": "the ωB97M-V functional and the def2-TZVPD basis",
  "elements": ["C", "C", "C", "P", "H", "H", "H", "H", "H", "H", "H", "H", "H"],
  "positions_angstrom": [[-0.874951, 0.492921, -1.676655], [-0.134713, 0.504773, 1.407376], [-0.279725, -0.663471, 0.380564], [1.237205, -1.207374, -0.362986], [-1.260410, -0.495216, -2.078956], [-1.705415, 1.113861, -1.422448], [0.043010, 0.865040, -2.004644], [0.824404, 0.990933, 1.081144], [-0.072348, 0.155358, 2.504813], [-0.826431, 1.317293, 1.611719], [-1.043126, -1.317870, 0.234632], [1.951939, -1.626197, 0.903970], [2.140561, -0.130051, -0.578530]],
  "forces_ev_per_a": [[-1.327, -4.310, 2.430], [1.068, -0.859, 1.208], [1.399, 6.051, -1.593], [1.529, -2.099, 0.667], [0.872, 1.477, 0.019], [-0.028, 0.684, 0.290], [1.117, 0.597, -0.550], [-0.846, -0.339, 0.875], [0.616, -0.149, -1.581], [-0.860, -0.139, -1.157], [-2.312, -1.699, 0.291], [-0.584, 0.386, -1.252], [-0.644, 0.398, 0.353]],
  "homo_lumo_gap_ev": [8.571, 8.548],
  "mol_weight_g_mol": 76.08
}


Sequential energy output: -16139.8544, -16139.5267, -12541.2237 eV
Sequential energy above the lowest of the compared OMol25 structures with the same formula, charge and spin output: 116.0, 147.6, 297.4 kJ/mol
Sequential largest force on an atom output: 1.454, 3.895, 6.412 eV Å⁻¹